Entry 1:
{"formula": "C3H9NOP", "method": "ωB97M-V with the def2-TZVPD basis set", "orbital_gap_ev": 10.3, "fmax_ev_per_a": 5.008, "smiles": "P[C@@H]1[NH2+]CCO1", "relative_energy_kcal_mol": 42.6, "mol_weight_g_mol": 106.1, "total_charge": 1, "symbols": ["C", "C", "C", "N", "O", "P", "H", "H", "H", "H", "H", "H", "H", "H", "H"], "coordinates": [[0.638725, 0.657649, 1.180806], [-0.362736, 1.429246, 0.392600], [0.065304, -0.492130, -0.779180], [0.453978, -0.744618, 0.576362], [-0.132143, 1.031539, -0.942712], [-1.829483, -1.092679, -1.126522], [1.723828, 1.056332, 1.043474], [0.481655, 0.492721, 2.280888], [-1.444131, 1.064634, 0.753604], [-0.289287, 2.493683, 0.568214], [0.829814, -0.743903, -1.537701], [1.351722, -1.222415, 0.732837], [-0.377236, -1.094546, 1.086544], [-2.221221, 0.180857, -1.386689], [-2.168801, -1.017835, 0.283633]], "forces_ev_per_a": [[2.121, 0.259, 1.693], [-2.505, -0.724, 0.981], [-2.699, 2.285, -3.547], [0.652, 1.258, 1.687], [1.215, -2.062, 1.273], [1.618, -1.579, 0.692], [-1.867, -1.018, -0.081], [-0.045, 0.639, -1.007], [1.990, 0.989, -0.774], [0.052, 0.205, -0.407], [-0.556, -0.182, 0.604], [-0.713, -0.524, -0.181], [1.009, -0.599, -0.130], [-0.380, 1.106, -0.192], [0.107, -0.052, -0.611]]}

Entry 2:
{"formula": "C10H17N3O2", "method": "ωB97M-V with the def2-TZVPD basis set", "orbital_gap_ev": 10.0, "fmax_ev_per_a": 5.650, "smiles": "CC(C)(C)C#[N+][O-].COCn1cccn1", "relative_energy_kcal_mol": 172.6, "mol_weight_g_mol": 211.3, "total_charge": 0, "symbols": ["C", "C", "C", "C", "C", "C", "C", "C", "C", "C", "N", "N", "N", "O", "O", "H", "H", "H", "H", "H", "H", "H", "H", "H", "H", "H", "H", "H", "H", "H", "H", "H"], "coordinates": [[2.706651, -1.567479, 0.595912], [3.126487, -1.099944, -0.680338], [1.938798, -0.584739, 1.100487], [-1.306972, -0.991718, 0.878457], [-3.183687, -0.628258, -0.697020], [-1.171426, -1.893809, -1.525833], [1.042342, 2.954795, 2.029365], [-1.126241, 0.547670, -0.879752], [0.943367, 1.563640, 0.049075], [-1.672993, -0.809893, -0.576927], [2.556218, 0.060200, -0.968415], [-1.187692, 1.170699, -1.884320], [1.815328, 0.335804, 0.106675], [-1.059522, 1.940288, -2.826989], [1.508628, 2.695630, 0.705519], [3.040221, -2.512393, 0.982941], [3.711218, -1.606081, -1.295114], [1.490432, -0.378838, 2.034277], [-0.198570, -0.837793, 1.086957], [-1.687926, -0.114038, 1.391812], [-1.492151, -1.952306, 1.315004], [-3.529352, -0.687347, -1.675579], [-3.547215, 0.350915, -0.225086], [-3.628420, -1.388853, -0.099213], [-0.187729, -1.585766, -1.907622], [-0.885552, -2.849039, -0.958331], [-1.693605, -2.150235, -2.505402], [1.148439, 4.017378, 2.346839], [1.641115, 2.152273, 2.680335], [-0.085771, 2.773155, 2.168944], [-0.028894, 1.353394, 0.244006], [1.004484, 1.722675, -1.010657]], "forces_ev_per_a": [[1.553, -0.845, -0.773], [-3.120, 1.757, 3.033], [-0.254, 0.874, -0.738], [2.444, 0.570, 0.604], [-0.146, 1.524, 2.485], [1.938, -1.569, -0.618], [-0.282, -2.287, 1.214], [-1.704, -0.367, -3.714], [5.594, 0.731, -0.324], [-0.588, 0.290, 0.468], [0.108, -0.622, -0.103], [0.627, 1.091, -0.642], [-0.930, 1.746, 0.775], [-0.228, -0.985, 1.406], [-1.003, 0.048, -0.259], [-0.108, 0.050, 0.496], [2.539, -1.805, -2.906], [-0.349, -0.185, 0.762], [-1.429, -0.520, -0.882], [-0.774, -0.349, 0.577], [-0.837, -0.395, 0.281], [-0.517, -0.030, -1.790], [0.646, -1.236, -0.717], [-0.640, -0.863, 0.292], [0.005, 0.049, 0.183], [-0.914, 1.171, -0.769], [-0.113, 0.532, 1.676], [0.680, -0.902, -0.488], [-1.393, 2.147, -0.577], [1.461, -0.102, -0.434], [-2.303, -0.271, 1.895], [0.036, 0.752, -0.413]]}

Entry 3:
{"formula": "C32H23ClNO5", "method": "ωB97M-V with the def2-TZVPD basis set", "orbital_gap_ev": 6.0, "fmax_ev_per_a": 6.028, "smiles": "Cc1ccc(Cc2cc(CCC(=O)Nc3ccccc3)c3c(c2C(=O)[O-])C(=O)c2cc(Cl)ccc2C3=O)cc1", "mol_weight_g_mol": 537.0, "total_charge": -1, "symbols": ["C", "C", "C", "C", "C", "C", "C", "C", "C", "C", "C", "C", "O", "N", "C", "C", "C", "C", "C", "C", "C", "C", "C", "C", "O", "O", "C", "O", "C", "C", "C", "Cl", "C", "C", "C", "C", "O", "C", "C", "H", "H", "H", "H", "H", "H", "H", "H", "H", "H", "H", "H", "H", "H", "H", "H", "H", "H", "H", "H", "H", "H", "H"], "coordinates": [[-6.082726, 3.165776, 1.083751], [-4.740637, 2.852886, 0.262145], [-3.481859, 3.704873, 0.593883], [-2.091530, 3.467832, -0.107336], [-2.048356, 2.339509, -1.161925], [-0.714080, 1.893044, -1.970092], [-0.220511, 0.542514, -1.219553], [0.254732, 0.760688, 0.267488], [0.723547, -0.423531, 1.158158], [1.167970, -0.196446, 2.676548], [1.330670, 1.338735, 3.097942], [2.549184, 2.095677, 2.332593], [2.447941, 3.365131, 2.309308], [3.704437, 1.409192, 1.756850], [3.993924, 1.801083, 0.365140], [5.422690, 1.407784, -0.171930], [5.833274, 1.763053, -1.621115], [4.872287, 2.473603, -2.624423], [3.456405, 2.834064, -2.096082], [3.037032, 2.509937, -0.615398], [0.690196, -1.836271, 0.483775], [0.218258, -2.061045, -1.002485], [-0.247988, -0.854578, -1.884869], [-0.754579, -1.054534, -3.393899], [0.089105, -0.857664, -4.332696], [-2.037741, -1.464438, -3.696050], [0.204865, -3.583703, -1.539117], [0.610672, -3.902633, -2.681682], [-0.329278, -4.656286, -0.453054], [-1.277016, -5.810529, -0.875104], [-1.761052, -6.752094, 0.278643], [-2.912681, -8.100792, -0.130464], [-1.295361, -6.528662, 1.762783], [-0.340604, -5.387492, 2.175599], [0.144100, -4.431064, 1.030008], [1.106153, -3.161347, 1.303474], [2.103335, -3.220176, 2.067448], [-3.326010, 1.487319, -1.511143], [-4.710333, 1.714652, -0.821589], [-5.906745, 2.749826, 2.146826], [-6.265693, 4.290944, 1.212215], [-7.000808, 2.611974, 0.675671], [-3.561545, 4.515700, 1.409624], [-1.156397, 4.068510, 0.156623], [0.069463, 2.722815, -1.913709], [-1.004695, 1.610191, -3.035268], [0.253794, 1.820626, 0.704693], [0.431070, -0.726895, 3.389818], [2.169784, -0.749616, 2.807217], [1.610469, 1.377208, 4.218148], [0.357905, 1.954440, 3.003166], [3.658033, 0.386648, 1.860025], [6.142320, 0.879420, 0.555771], [6.879945, 1.496392, -2.023432], [5.200522, 2.732056, -3.686700], [2.718216, 3.371049, -2.788587], [1.995211, 2.818307, -0.287766], [-1.578365, -5.930114, -1.967273], [-1.689571, -7.220603, 2.595516], [0.019634, -5.154621, 3.226983], [-3.287738, 0.634990, -2.276744], [-5.643244, 1.096683, -1.078345]], "forces_ev_per_a": [[0.979, -0.594, 0.556], [1.978, -0.197, -1.353], [0.455, -2.376, -2.079], [-3.708, -2.684, -1.088], [-2.424, 0.239, 0.698], [-1.124, -1.124, 1.413], [1.200, -1.413, 1.928], [0.139, -3.657, -1.225], [-1.237, 0.024, -3.510], [0.096, -0.433, -0.468], [0.937, -0.673, 0.219], [-1.070, 3.358, 0.466], [0.758, -4.660, -0.316], [-2.429, 1.015, -0.836], [2.123, 0.551, -4.117], [-2.314, 1.853, -2.020], [-2.661, 0.618, 0.621], [-1.534, -0.786, 4.287], [2.659, -1.478, 2.116], [2.858, -0.758, -1.248], [-0.823, 1.246, -1.278], [-0.113, 2.382, 1.614], [0.773, 0.304, 3.232], [-2.653, -1.446, -4.094], [-1.270, 0.072, 3.280], [4.907, 1.878, 2.954], [0.747, 0.106, -1.615], [-1.742, 0.920, 4.258], [-0.719, -1.247, 1.945], [1.376, 0.521, 4.167], [2.372, 3.079, 0.546], [1.370, 1.547, 0.613], [0.786, 1.638, -1.686], [-0.843, 0.142, -4.790], [-1.840, -2.053, -0.831], [0.894, 0.221, 0.277], [-3.476, 0.160, -2.170], [-1.225, 2.055, 2.418], [4.167, 2.727, 1.144], [-0.379, 0.639, -1.537], [0.180, -1.679, -0.457], [1.423, 1.011, 0.375], [0.077, -1.447, -1.493], [-1.590, -0.912, -0.422], [-0.996, -1.280, -0.182], [0.568, 0.584, 1.371], [-0.139, -1.811, -0.792], [1.057, 0.870, -1.157], [-1.509, 0.825, -0.037], [-0.392, -0.114, -1.692], [1.802, -0.926, -0.172], [-0.087, 0.664, -0.185], [-1.229, 0.975, -1.426], [-1.856, 0.378, 0.957], [-0.556, -0.488, 1.797], [1.171, -0.987, 1.275], [1.688, -0.461, -0.434], [0.410, 0.121, 1.831], [0.623, 1.153, -1.699], [-0.703, -0.672, -1.526], [0.358, 1.386, 1.124], [1.711, 1.094, 0.455]]}